Record 1
Molecular formula: C4H4ClN
Method: DFT, the ωB97M-V functional and the def2-TZVPD basis

Values from the calculation:
E_HOMO = -9.172 eV
orbital gap = 9.639 eV
energy relative to the best compared isomer or geometry (same formula, charge and spin) = 439.8 kJ/mol
total charge = 0

Atoms and positions in Å:
Cl -2.9587 0.7528 0.5623
N 0.9579 0.4097 1.3435
C -0.0100 0.0865 0.5897
C 1.1553 0.3359 -0.1264
C -1.9130 -0.6170 0.6153
C 1.9794 0.4304 -1.1314
H -1.9385 -1.1434 1.5570
H 1.6465 0.2592 -2.1396
H -1.9315 -1.2097 -0.2847
H 3.0126 0.6956 -0.9857

---

Record 2
Molecular formula: C5H19NO6
Method: DFT, the ωB97M-V functional and the def2-TZVPD basis

Values from the calculation:
E_HOMO = -9.202 eV
orbital gap = 9.527 eV
energy relative to the best compared isomer or geometry (same formula, charge and spin) = 433.7 kJ/mol
total charge = 0
SMILES = CN[C@H](CO)CC=O.O.O.O.O

Atoms and positions in Å:
O -0.2813 0.1540 2.5865
O -3.6582 -2.4310 -0.4696
O 0.4353 -1.6022 -2.1583
O 3.9178 -0.4580 1.4921
O 1.9770 2.2326 1.3003
O 2.3272 -2.4853 1.8587
N -0.6535 1.4594 -0.5467
C -0.2042 -0.3009 -2.0543
C -1.5106 2.3318 -1.3361
C -0.8478 0.0541 -0.6880
C -2.2450 -0.5586 -0.6417
C -2.5716 -2.0441 -0.7396
H 3.1931 -2.0164 1.9045
H 0.6645 0.4699 -2.2570
H -1.2399 3.3305 -1.0769
H 3.0907 0.0849 1.3201
H 1.5340 2.9777 1.6550
H 0.5122 -0.2963 2.3788
H 2.6272 -3.3135 1.4881
H -0.6143 1.6684 0.4523
H -0.3528 -0.0198 3.4665
H -1.7910 -2.9320 -1.0418
H 0.2428 -2.1706 -1.3989
H -0.9311 -0.1957 -2.7900
H -2.5328 2.3807 -1.3923
H 4.3860 0.1689 1.8801
H -2.9045 -0.2730 -1.5985
H 1.6284 2.3580 0.4169
H -1.1583 2.1180 -2.3668
H -2.7055 -0.0683 0.3360
H -0.3337 -0.6231 0.0206

---

Record 3
Molecular formula: C14H31N7O4PmS4Sb
Method: DFT, the ωB97M-V functional and the def2-TZVPD basis

Values from the calculation:
spin multiplicity = 6
E_HOMO (alpha / beta) = -9.172 / -10.203 eV
orbital gap (alpha / beta) = 7.120 / 7.497 eV
energy relative to the best compared isomer or geometry (same formula, charge and spin) = 0.0 kJ/mol
total charge = +1

Atoms and positions in Å:
Pm 0.4387 0.6676 0.5417
Sb 3.7897 1.3664 0.4561
S 2.9210 -0.4165 1.5904
S 2.4540 1.1744 -1.5327
S 1.9894 2.9969 0.2915
S -0.0301 -1.4980 -1.3983
O -1.8184 -0.7208 0.5921
O 0.3772 1.9600 2.7834
O -0.1723 -0.6346 2.7706
O -1.9548 1.5967 1.6884
N -2.1328 2.8341 -2.3990
N -1.8353 2.0803 -1.3621
N -0.5397 1.9755 -1.3945
N 2.3510 -2.6994 -1.4634
N 1.6422 -1.6643 -3.4480
N -3.4198 3.2761 -2.6760
N -1.0980 3.2147 -3.0685
C -1.6640 -1.9336 1.3577
C -0.0190 -0.0376 4.0690
C -0.0958 2.7088 -2.4064
C -0.5514 3.0094 2.9865
C 1.9911 -3.5174 -0.2786
C 3.7973 -2.5114 -1.6279
C 2.5560 -2.4483 -4.2545
C -1.2481 -1.5741 2.7938
C 1.4346 -1.9949 -2.1494
C 0.8301 1.2076 3.9345
C 0.9172 -0.6077 -4.1710
C -3.1385 -0.1631 0.5835
C -1.9639 2.5285 2.7468
C -3.1992 0.9255 1.6112
H -2.4648 2.0151 3.6335
H -1.0399 0.2239 4.4769
H 1.8679 -2.8331 0.5953
H 2.7969 -3.4026 -3.8398
H 1.8721 0.9528 3.7628
H 0.8375 1.8160 4.8799
H 3.5092 -1.9626 -4.4560
H 2.7897 -4.1815 -0.1002
H 0.4132 -0.7538 4.7785
H 1.6649 -0.0146 -4.6284
H -2.6126 -2.4942 1.3429
H 4.2083 -2.2992 -0.6362
H -3.4892 0.4639 2.5726
H 4.0112 -1.7406 -2.3693
H -2.6590 3.3826 2.5009
H -3.4102 3.5972 -3.6457
H -3.8930 -0.9242 0.7802
H 0.3164 -0.0187 -3.5112
H -4.0987 2.4906 -2.6023
H -3.9690 1.6609 1.3483
H 0.3512 -1.0090 -5.0206
H -0.9321 -2.5258 3.3112
H -0.4841 3.3349 4.0204
H -0.9956 -2.5193 0.7680
H -3.3110 0.2402 -0.4234
H 0.9270 2.7973 -2.6910
H -2.0817 -1.1044 3.2961
H 1.1029 -4.0805 -0.4835
H -0.2193 3.8323 2.3941
H 2.1231 -2.6374 -5.2147
H 4.2602 -3.4071 -2.0064

---

Record 4
Molecular formula: C18H34N3O6PS
Method: DFT, the ωB97M-V functional and the def2-TZVPD basis

Values from the calculation:
E_HOMO = -8.066 eV
orbital gap = 6.105 eV
total charge = 0
SMILES = O=NOC1=CC(=O)C=C(P(O)(O)=S)C1=O.CCN(CC)CC.CCN(CC)CC

Atoms and positions in Å:
S -1.1628 2.3651 -3.7840
P -1.9812 0.8433 -2.9813
O -6.6854 2.4343 -4.0373
O -1.9962 0.8928 -1.3676
O -6.1342 -2.1319 -3.1215
O -3.7090 -1.5542 -4.2665
O -1.2372 -0.5247 -3.2846
O -8.2247 -2.6794 -2.7763
N -7.5127 -2.4292 -3.6314
N 1.7567 -2.7588 -1.2480
N 2.0108 2.8732 3.9226
C 1.7318 0.7206 5.2836
C 2.1219 -4.1476 -1.0372
C 3.5365 -4.5923 -1.4273
C -4.5594 1.7163 -3.2932
C 2.7554 -2.0641 -3.5078
C 0.1699 1.7880 2.5082
C 2.6382 1.7467 4.5906
C 1.5344 -2.3539 -2.6262
C 1.9212 -0.4270 -0.4430
C 2.5261 -1.8241 -0.4488
C 1.1490 3.6923 4.7533
C 1.4628 2.6063 2.6048
C -6.0136 1.5459 -3.5777
C -6.5736 0.2188 -3.2622
C -3.7560 0.6495 -3.3639
C -5.7790 -0.8544 -3.3467
C -4.3324 -0.6812 -3.7244
C 1.8542 4.2339 5.9880
H 3.4833 -1.4282 -3.0023
H 2.5425 -2.2017 0.5775
H 2.2377 2.1215 2.0050
H 2.4537 0.2034 0.2712
H -0.6033 2.1627 3.1802
H 3.2611 -2.9739 -3.8287
H 2.3332 0.0846 5.9361
H 1.2055 4.9451 6.5009
H 3.7298 -5.5885 -1.0243
H 1.9777 -4.3617 0.0269
H -4.1740 2.7013 -3.0588
H -0.2224 1.8477 1.4905
H 3.6624 -4.6534 -2.5074
H 1.2280 0.0669 4.5731
H 3.5779 -1.7532 -0.7687
H 2.7743 4.7499 5.7113
H 0.9138 -1.4586 -2.6093
H 4.2992 -3.9237 -1.0271
H 0.9732 1.1990 5.9046
H 1.2910 3.5742 2.1234
H 0.2361 3.1627 5.0709
H -7.6151 0.1374 -2.9852
H 0.3383 0.7335 2.7242
H 0.8174 4.5391 4.1466
H 3.2743 1.2350 3.8642
H 1.3937 -4.7743 -1.5595
H 3.3309 2.1423 5.3381
H 0.8704 -0.4584 -0.1499
H -1.6553 -1.2194 -2.7494
H -2.8901 1.0361 -1.0300
H 1.9930 0.0558 -1.4181
H 0.9159 -3.1139 -3.1117
H 2.4342 -1.5389 -4.4092
H 2.1003 3.4455 6.7002

---

Record 5
Molecular formula: C4H10IP
Method: DFT, the ωB97M-V functional and the def2-TZVPD basis

Values from the calculation:
E_HOMO = -8.932 eV
orbital gap = 8.935 eV
energy relative to the best compared isomer or geometry (same formula, charge and spin) = 213.9 kJ/mol
total charge = 0
SMILES = C=CC.CPI

Atoms and positions in Å:
I 3.6318 -0.2921 -0.3814
P 2.2581 0.4859 1.5068
C -0.8165 -0.5679 0.8976
C -1.9561 0.0670 0.6625
C -0.3962 -1.7273 -0.0186
C 1.7928 2.2301 0.9044
H -0.2734 -0.4870 1.8127
H -2.1527 0.9480 1.2272
H -0.8797 -2.5185 0.5416
H 2.6286 2.6708 0.4869
H -2.6333 0.0947 -0.1662
H -0.8363 -1.5756 -1.1274
H 1.0985 2.2023 0.0624
H 3.4097 0.9319 2.5636
H 1.3505 2.7651 1.6621
H 0.6661 -1.9380 -0.2042

---

Record 6
Molecular formula: C3H6ClN2
Method: DFT, the ωB97M-V functional and the def2-TZVPD basis

Values from the calculation:
E_HOMO = -15.145 eV
orbital gap = 10.297 eV
energy relative to the best compared isomer or geometry (same formula, charge and spin) = 78.1 kJ/mol
total charge = +1
SMILES = Cl[C@@H]1CNC=[NH+]1

Atoms and positions in Å:
Cl -0.2314 -2.6364 0.3061
N 0.3918 0.1629 1.2256
N 0.4811 0.8583 -0.9146
C -0.7047 -0.0183 -0.8843
C 1.0377 0.9027 0.2719
C -0.6187 -0.6483 0.5576
H 0.8898 1.3730 -1.6767
H -1.4378 -0.6704 1.2212
H -0.7509 -1.0071 -1.5824
H 0.7277 -0.3508 2.0396
H 1.8897 1.5161 0.5308
H -1.6744 0.5183 -1.0948

---

Record 7
Molecular formula: C5H9O3Se
Method: DFT, the ωB97M-V functional and the def2-TZVPD basis

Values from the calculation:
E_HOMO = -3.847 eV
orbital gap = 7.387 eV
energy relative to the best compared isomer or geometry (same formula, charge and spin) = 0.0 kJ/mol
total charge = -1
SMILES = CCCC(O)(O)C([O-])=[Se]

Atoms and positions in Å:
Se -1.1104 2.8862 3.0904
O 0.4599 2.7724 0.7088
O -1.4445 0.2637 1.1812
O -0.0401 -0.0094 2.9572
C -0.0850 0.5355 1.6991
C 1.0492 -0.0426 -0.6195
C 0.0404 2.1801 1.6518
C 0.6944 -0.5622 0.7822
C -0.2099 0.3511 -1.4346
H -0.3305 0.6546 3.6042
H 1.5910 0.9126 -0.4849
H 0.0879 -1.4885 0.8247
H -2.0775 1.0141 1.5268
H 1.5140 -0.8932 -1.1034
H -0.4963 1.3991 -1.3419
H -0.9527 -0.2612 -0.9223
H 0.0585 0.1752 -2.4871
H 1.7540 -0.6848 1.3161

---

Record 8
Molecular formula: C2H4N3P
Method: DFT, the ωB97M-V functional and the def2-TZVPD basis

Values from the calculation:
E_HOMO = -8.533 eV
orbital gap = 9.118 eV
energy relative to the best compared isomer or geometry (same formula, charge and spin) = 243.0 kJ/mol
total charge = 0

Atoms and positions in Å:
P 1.1870 0.4652 1.8189
N 0.2750 -0.0077 0.4460
N 0.9154 -0.8553 -1.3164
N -0.1850 -0.8411 -1.7145
C -0.9823 0.0764 0.1188
C -1.2461 -0.3919 -1.1517
H -2.1666 -0.5898 -1.5529
H 2.4021 -0.0909 1.3347
H 1.5621 1.7812 1.3827
H -1.7614 0.4540 0.6343

---

Record 9
Molecular formula: C7H15N4OS
Method: DFT, the ωB97M-V functional and the def2-TZVPD basis

Values from the calculation:
E_HOMO = -12.154 eV
orbital gap = 8.136 eV
energy relative to the best compared isomer or geometry (same formula, charge and spin) = 59.1 kJ/mol
total charge = +1
SMILES = CSO[C@@]1(N)NC(C)=NC(=[NH2+])[C@@H]1C

Atoms and positions in Å:
S -3.0789 -0.7269 -0.0050
O -1.4880 -0.1861 0.6318
N -1.0097 0.6663 -1.5485
N 2.0389 -0.3193 0.9445
N 0.9727 -2.3832 1.2873
N 0.4412 1.1182 0.0737
C 2.6393 1.9965 0.4455
C 1.2365 -1.3058 0.5551
C -4.0589 0.1334 1.2760
C 1.7315 0.8902 0.5358
C 0.3354 -1.0865 -0.6526
C -0.4728 0.1192 -0.3545
C 1.2799 -0.7739 -1.8884
H -1.8010 0.1335 -1.8060
H 2.5846 2.7303 1.2895
H 1.4604 -1.6694 -2.4636
H 0.7630 0.0310 -2.3311
H -1.3541 1.5892 -1.3808
H -0.2454 -2.0113 -0.7423
H 2.3850 2.5553 -0.5627
H 0.1390 2.0403 0.1372
H 0.4444 -3.1974 0.9831
H 2.2932 -0.4680 -1.6914
H -4.0933 -0.4392 2.2191
H -3.4025 0.9100 1.4504
H 3.7703 1.7886 0.4868
H -5.0519 0.4623 0.9064
H 1.5412 -2.5975 2.2049

---

Record 10
Molecular formula: C12H14F3N3O
Method: DFT, the ωB97M-V functional and the def2-TZVPD basis

Values from the calculation:
E_HOMO = -8.853 eV
orbital gap = 9.497 eV
total charge = 0
SMILES = CNC[C@H](O)Cn1c(C(F)(F)F)nc2ccccc21

Atoms and positions in Å:
F 0.7439 -2.5525 -1.0470
F -1.3879 -2.6634 -0.8212
F -0.5269 -2.4057 -2.7762
O 1.9436 0.6862 1.6105
N -0.3724 0.0558 -0.1152
N -0.6505 0.2721 -2.3309
N 0.6324 -0.9329 3.8336
C -0.4746 -0.5506 -1.3376
C -0.1215 -0.5480 1.1663
C 1.0140 0.2931 4.5119
C -0.8260 2.7697 -2.3584
C 1.5845 -1.3568 2.8229
C -0.4913 1.4020 -0.3691
C 1.3848 -0.6019 1.4974
C -0.6342 3.7444 -0.1462
C -0.6679 1.5185 -1.7682
C -0.8053 3.8685 -1.5295
C -0.4747 2.5168 0.4597
C -0.4142 -2.0308 -1.5088
H 2.6294 -1.2038 3.1346
H 1.1443 1.0771 3.7699
H -0.5250 -1.5603 1.1861
H -0.3392 2.4283 1.5264
H -0.9255 4.8550 -1.9509
H 0.5205 -1.6712 4.5209
H 1.8798 1.1421 0.7633
H -0.6214 0.0394 1.9383
H 1.9533 0.2002 5.0749
H -0.9609 2.8555 -3.4237
H -0.6273 4.6364 0.4618
H 1.4312 -2.4189 2.6235
H 0.2176 0.5750 5.1989
H 1.9083 -1.1608 0.7059

---

Record 11
Molecular formula: C21H44NO24S4
Method: DFT, the ωB97M-V functional and the def2-TZVPD basis

Values from the calculation:
E_HOMO = -6.960 eV
orbital gap = 8.741 eV
energy relative to the best compared isomer or geometry (same formula, charge and spin) = 0.0 kJ/mol
total charge = -1

Atoms and positions in Å:
S 0.2272 -4.8838 -1.3065
S -5.3028 2.0312 -2.4555
S 2.3772 4.2942 -2.5755
S -0.1308 -2.8388 3.8245
O 0.7302 4.1072 -2.1095
O 1.3962 -2.9808 4.4875
O 2.0922 4.6902 1.7405
O 1.5562 5.5022 3.6495
O 4.5012 -0.9018 -2.3935
O 0.3832 1.4202 1.5235
O -3.9848 0.8772 5.0385
O -1.2108 0.5752 0.2465
O 2.6322 3.4572 3.4945
O -0.5918 -4.1798 3.5085
O -5.4868 1.1342 -3.8305
O -4.4448 3.1582 -2.8735
O 4.8932 -2.9688 -2.8965
O -3.9068 2.9342 5.8605
O 2.9462 3.1752 -1.9395
O -0.7898 -1.9868 4.7705
O 3.2402 -1.9158 -3.6895
O 1.4912 -5.0148 -0.2185
O 0.5442 -5.7428 -2.3485
O -6.6418 2.3082 -2.0225
O -0.8758 -5.0358 -0.4925
O 0.9292 0.0712 -0.1055
O 2.2472 4.6182 -4.0365
O -2.9588 2.4042 3.8615
N -0.0068 0.6902 0.5205
C 2.6072 -0.6598 -3.7425
C 0.2482 -3.1978 -1.9795
C 2.8112 5.7842 -1.8605
C -3.5968 0.2242 3.8945
C 2.8672 -6.2038 1.2815
C 2.7622 3.5492 1.1215
C 2.9412 -4.0668 6.0075
C -3.6378 2.0972 4.9965
C 2.0392 4.6022 3.0155
C -0.0548 -1.8608 2.2665
C 4.2962 -1.9538 -3.0355
C 3.1062 2.7162 2.3185
C 3.6132 0.1262 -2.7755
C 1.6652 -6.2318 0.2485
C -1.3018 2.9892 -2.2505
C 1.5552 -4.1318 5.3625
C 0.2442 2.9072 -2.5145
C -2.6698 1.2202 3.2565
C -5.9348 1.9222 -5.0005
C -4.4508 0.9282 -1.3695
C -5.5618 1.1112 -6.2865
H -0.6288 -2.9068 -2.6185
H 1.5392 -0.7198 -3.3485
H 4.1722 0.8642 -3.3295
H 1.9012 -6.9858 -0.4285
H -1.6758 3.9262 -2.3445
H 0.8902 -6.3668 0.9485
H 3.9142 5.7532 -2.0825
H -0.9378 -1.3038 2.0275
H 2.7372 -0.1758 -4.7315
H -2.5608 1.2102 2.1835
H 2.9342 -4.7148 6.8655
H 0.7702 -1.2338 2.3635
H 3.4882 3.8412 0.4765
H 3.1162 -7.1688 1.8305
H 3.1612 0.6792 -1.9385
H 0.3042 -2.4838 -1.2235
H -4.5178 -0.0418 3.3025
H 2.0442 3.0572 0.5445
H 2.6932 -5.4578 2.1135
H -5.1258 0.5082 -0.6895
H 1.2792 -3.3008 -2.4935
H -5.6388 3.0112 -5.0115
H 4.1132 2.5732 2.5495
H -1.0418 3.0262 -1.1115
H -6.9808 1.8832 -5.1815
H -5.8098 1.7242 -6.9475
H -3.1198 -0.7968 4.0375
H 0.2842 -2.6968 1.3605
H 2.5302 1.8132 2.0885
H -4.4128 1.0232 -6.3705
H 0.7152 -4.1068 6.0365
H -3.8638 1.4912 -0.4225
H -5.9578 0.1612 -6.5495
H 0.6122 2.1432 -1.8045
H 2.5992 6.0272 -0.6725
H -1.7238 0.9282 3.5335
H 3.7092 -5.7708 0.7575
H 2.9542 -3.1098 6.4315
H -2.0828 2.2252 -2.6345
H 3.8562 -4.3138 5.2385
H 1.3902 -5.0648 5.0455
H 2.2902 6.5792 -2.2785
H -3.6778 0.5572 -1.9855
H 0.3552 2.8392 -3.7255

---

| no. | electronic energy (Eh) |
| --- | --- |
| 1 | -669.5940 |
| 2 | -707.9856 |
| 3 | -3677.5168 |
| 4 | -2061.4082 |
| 5 | -797.3794 |
| 6 | -687.3306 |
| 7 | -2823.0968 |
| 8 | -584.1161 |
| 9 | -967.8968 |
| 10 | -1004.8039 |
| 11 | -4279.4344 |